This record from OMol25 describes the molecule C5H8N2O at a distorted geometry. The level of theory is ωB97M-V/def2-TZVPD.

Values from the calculation:
- Lowest unoccupied orbital energy: 0.0259 Eh
- SMILES: C#CCN/C(O)=N/C
- Gap between HOMO and LUMO: 8.8 eV
- Energy above the lowest of the compared OMol25 structures with the same formula, charge and spin: 333.7 kJ/mol
- HOMO level: -8.072 eV
- Calculated total energy: -379.96109 a.u.

Bonds (Å) are listed after each position.
Cartesian coordinates (Å):
1 C -1.32788 -2.10655 -0.39040  C2 1.225, H9 1.064
2 C -0.54075 -1.28729 -0.84751  C1 1.225, C3 1.480
3 C 0.38127 -0.61933 -1.79291  C2 1.480, N4 1.462, H10 1.092, H11 1.089
4 N 0.61769 0.76557 -1.38843  C3 1.462, C5 1.355, H12 1.010
5 C 0.56796 1.00554 -0.05551  N4 1.355, O6 1.360, N7 1.270
6 O 0.57944 2.32908 0.25833  C5 1.360, H13 0.965
7 N 0.28798 0.02718 0.70369  C5 1.270, C8 1.435
8 C -0.06506 0.12231 2.09123  N7 1.435, H14 1.097, H15 1.098, H16 1.095
9 H -2.14191 -2.77301 -0.54745  C1 1.064
10 H 1.33630 -1.14888 -1.77545  C3 1.092
11 H -0.01607 -0.63398 -2.80660  C3 1.089
12 H 0.38748 1.53038 -2.00606  N4 1.010
13 H 0.43633 2.42993 1.20752  O6 0.965
14 H -0.41626 -0.88169 2.35880  C8 1.097
15 H -0.87843 0.83550 2.28013  C8 1.098
16 H 0.79191 0.40524 2.71062  C8 1.095

Atomic charges from the Mulliken analysis, expressed in e, are listed below:
1. C -0.537
2. C 0.094
3. C -0.411
4. N -0.227
5. C 0.462
6. O -0.506
7. N -0.297
8. C -1.103
9. H 0.362
10. H 0.170
11. H 0.351
12. H 0.271
13. H 0.339
14. H 0.286
15. H 0.396
16. H 0.352